No. 1
Formula: C9H42N4O11
Source: the Open Molecules 2025 dataset
Level of theory: ωB97M-V with the def2-TZVPD basis set

Geometry as XYZ:
```
66
Properties=species:S:1:pos:R:3:forces:R:3:nbo_charge:R:1
C 2.421 -3.666 2.802 -0.2 -0.3 -0.2 -0.6230
C 2.804 -4.282 1.430 0.1 1.5 1.2 -0.0612
C 1.514 -4.769 0.736 2.5 0.9 -0.8 -0.0739
O 1.914 -5.467 -0.442 -2.4 -0.6 -0.3 -0.5248
C 0.654 -5.706 -1.125 0.3 0.4 -0.8 -0.2723
N 3.626 -3.272 0.706 -0.2 0.3 -0.6 -0.8258
H 1.682 -2.872 2.694 -0.3 -0.1 -0.3 0.2102
H 3.251 -3.169 3.304 0.3 -0.4 0.0 0.2030
H 2.019 -4.435 3.460 -0.1 0.0 0.2 0.1887
H 3.519 -5.090 1.583 -0.4 -0.4 0.0 0.1933
H 0.971 -3.891 0.387 -0.4 0.2 0.5 0.1923
H 0.909 -5.393 1.394 0.0 0.0 0.1 0.1651
H -0.084 -6.289 -0.575 0.4 -0.5 0.4 0.1706
H 0.779 -6.110 -2.130 0.6 -0.4 0.3 0.1920
H 0.110 -4.782 -1.324 0.2 0.6 0.2 0.1755
H 4.190 -2.751 1.362 0.6 -0.7 0.6 0.3426
H 3.125 -2.456 0.383 -1.2 -0.3 -0.6 0.3451
C -3.141 6.241 -1.613 0.3 0.1 -0.4 -0.6233
C -2.860 5.323 -2.849 0.5 -1.1 3.0 -0.0507
C -1.969 4.095 -2.358 0.4 0.7 0.4 -0.0732
O -2.638 3.237 -1.429 0.0 0.2 0.4 -0.5627
C -1.789 2.302 -0.757 -0.3 -0.2 -0.4 -0.2558
N -4.089 4.844 -3.375 -0.9 -0.1 -1.8 -0.8321
H -3.540 5.670 -0.775 0.1 -0.2 -0.1 0.2118
H -3.847 7.052 -1.792 -0.2 -0.2 -0.5 0.2185
H -2.245 6.768 -1.284 0.3 -0.3 0.1 0.1995
H -2.291 5.875 -3.597 -0.1 -0.1 -0.1 0.1942
H -1.098 4.523 -1.862 0.4 0.1 0.1 0.1526
H -1.594 3.475 -3.172 -0.1 0.1 -0.4 0.1695
H -1.018 2.718 -0.109 0.1 0.7 -0.2 0.1460
H -1.296 1.626 -1.456 0.1 0.1 -0.3 0.1945
H -2.378 1.668 -0.095 -0.5 0.2 -0.2 0.1897
H -3.838 4.277 -4.172 -0.3 0.0 -0.5 0.3488
H -4.615 4.198 -2.804 0.3 0.2 0.7 0.3684
O -3.219 -1.251 -0.262 -0.1 0.3 0.3 -0.9568
H -3.819 -0.723 -0.789 -0.2 0.1 -0.2 0.4847
H -2.348 -1.019 -0.585 0.3 -0.2 -0.2 0.4864
O 0.705 2.884 2.086 -0.1 0.3 0.2 -0.9684
H 1.187 3.629 2.446 0.1 0.4 0.1 0.4943
H -0.216 3.105 2.224 -0.4 0.0 -0.1 0.5084
O 4.490 2.392 -0.211 0.0 0.4 -0.5 -0.9545
H 4.802 1.535 -0.501 0.2 -0.2 0.0 0.4705
H 3.817 2.195 0.440 -0.1 -0.3 0.5 0.4804
O 2.205 1.442 -2.294 -0.4 0.0 -0.2 -0.9323
H 2.539 0.607 -1.964 0.3 -0.4 -0.3 0.4675
H 2.887 2.077 -2.075 0.4 0.3 0.1 0.4895
O -0.904 -3.719 2.964 0.2 0.3 0.0 -0.9430
H -0.496 -4.499 3.341 0.1 -0.3 0.0 0.4865
H -1.065 -3.147 3.714 0.0 0.1 0.4 0.4706
O 3.131 1.658 2.481 0.4 -0.2 -0.3 -0.9433
H 3.653 2.345 2.895 0.3 0.1 0.2 0.4720
H 2.318 2.094 2.224 -0.2 -0.2 0.2 0.4670
O -3.203 -3.305 1.547 -0.3 -0.2 0.3 -0.9742
H -2.424 -3.165 2.085 0.2 -0.4 0.0 0.4632
H -3.295 -2.496 1.043 -0.2 0.3 -0.5 0.4852
O -1.542 -0.648 -2.761 -0.5 0.3 -0.2 -0.9706
H -0.979 -0.847 -2.013 0.7 -0.3 0.4 0.4878
H -1.023 -0.898 -3.525 0.1 -0.1 -0.2 0.4741
C 0.412 -0.362 0.420 -0.7 -1.6 -1.3 0.7561
O 0.181 -1.255 -0.399 0.1 -0.1 -0.8 -0.7422
N 1.006 0.760 0.243 2.8 3.4 -2.7 -0.8413
N 0.037 -0.431 1.647 -2.4 -1.9 4.8 -0.8158
H 1.384 0.943 -0.675 -0.3 0.6 0.1 0.4120
H 1.042 1.472 0.959 -0.1 -0.3 -0.6 0.3974
H -0.558 -1.216 1.872 0.1 0.2 0.4 0.4092
H 0.136 0.353 2.276 -0.1 -0.5 0.0 0.3864
```
Forces are in eV/Å.

**Orbital gap**: 8.372 eV
**Energy**: -1414.70539 Eh
**Energy relative to the best compared isomer or geometry (same formula, charge and spin)**: 49.5 kcal/mol
**SMILES**: COC[C@H](C)N.COC[C@H](C)N.NC(N)=O.O.O.O.O.O.O.O.O



No. 2
Formula: C9H44O13
Source: the Open Molecules 2025 dataset
Level of theory: ωB97M-V with the def2-TZVPD basis set

Geometry as XYZ:
```
66
Properties=species:S:1:pos:R:3:forces:R:3:nbo_charge:R:1
C 35.096 19.161 -28.409 0.1 -2.1 -0.7 -0.2425
O 34.203 20.204 -28.235 -0.3 1.2 1.3 -0.7443
H 34.962 18.366 -27.676 0.0 0.3 0.2 0.1635
H 34.761 18.680 -29.328 1.0 -0.1 -0.5 0.1688
H 36.153 19.424 -28.369 -0.2 0.4 -0.4 0.1788
H 33.546 19.860 -27.625 -0.4 0.4 0.3 0.4904
C 39.641 19.506 -29.412 -0.5 0.1 0.3 -0.6302
C 39.240 18.963 -30.751 0.4 -1.3 -0.6 -0.0660
O 38.479 17.751 -30.543 -0.3 0.4 0.0 -0.7409
H 38.714 19.748 -28.891 0.0 0.6 0.0 0.2080
H 40.300 20.367 -29.524 -0.1 0.1 0.2 0.2166
H 40.071 18.777 -28.726 0.5 -0.2 -0.5 0.2130
H 40.072 18.635 -31.375 0.5 0.2 0.2 0.1573
H 38.719 19.680 -31.385 -0.4 0.1 0.4 0.1755
H 37.699 17.795 -31.100 0.0 0.0 0.0 0.4673
C 36.392 15.664 -26.627 1.3 -1.3 1.1 -0.6502
C 35.213 14.894 -26.012 0.0 1.4 -2.2 -0.0732
O 34.275 14.998 -27.134 -0.4 -0.5 0.9 -0.7686
H 36.934 15.055 -27.350 -0.4 -0.1 -0.4 0.2170
H 37.176 15.766 -25.876 -0.1 0.6 0.2 0.2170
H 36.145 16.617 -27.095 -0.2 -0.1 0.3 0.2295
H 34.829 15.426 -25.142 -0.2 -0.2 0.1 0.1691
H 35.376 13.839 -25.791 0.4 0.2 0.1 0.1850
H 33.482 14.522 -26.874 -0.3 0.0 -0.2 0.4756
C 36.714 22.302 -27.364 0.3 -1.4 0.3 -0.6393
C 37.215 23.627 -27.750 -1.0 1.3 0.6 -0.0615
O 38.556 23.783 -27.390 1.3 0.2 -0.4 -0.7142
H 37.093 21.570 -28.077 -0.8 -0.1 -0.5 0.2019
H 35.637 22.343 -27.205 0.1 -0.7 -0.2 0.2229
H 37.243 21.925 -26.488 -0.4 0.5 0.6 0.2166
H 36.739 24.403 -27.151 -0.9 0.1 -0.3 0.1384
H 36.956 23.824 -28.790 0.7 0.2 -0.2 0.1708
H 38.457 24.094 -26.487 0.8 -0.1 0.0 0.4626
C 38.224 19.215 -25.384 1.2 -0.4 -0.2 -0.6238
C 37.693 18.467 -24.154 1.6 1.0 -2.4 -0.0721
O 36.898 19.403 -23.499 -0.6 -1.1 1.1 -0.7050
H 38.971 18.609 -25.896 0.1 -0.2 -0.2 0.1909
H 38.765 20.094 -25.032 -0.3 0.2 -0.2 0.2120
H 37.480 19.474 -26.137 -0.3 0.1 0.3 0.1996
H 38.585 18.175 -23.600 -0.4 0.1 0.6 0.1702
H 37.281 17.563 -24.601 -0.9 -0.3 0.8 0.1416
H 36.041 19.365 -23.930 -0.2 0.6 0.3 0.4821
O 31.905 20.637 -26.088 0.3 -0.3 0.0 -0.9454
H 31.848 21.577 -26.260 0.0 0.3 -0.2 0.4816
H 31.059 20.290 -26.372 -0.3 0.1 0.0 0.4673
O 35.285 16.003 -29.701 0.1 0.1 -0.1 -0.9599
H 35.941 15.310 -29.624 0.2 -0.2 0.0 0.4886
H 34.603 15.759 -29.074 -0.1 -0.2 0.7 0.4966
O 33.935 17.960 -25.777 0.2 0.4 0.7 -0.9703
H 33.380 17.478 -26.391 -0.4 -0.3 -0.4 0.5029
H 34.720 17.420 -25.690 0.2 -0.1 0.1 0.4675
O 31.794 17.368 -27.409 0.0 -0.2 0.1 -0.9510
H 31.302 18.102 -27.041 -0.1 0.2 0.2 0.4763
H 31.413 17.234 -28.277 0.0 0.0 -0.3 0.4875
O 34.794 20.741 -24.759 0.3 0.2 0.2 -0.9594
H 34.051 21.337 -24.852 -0.2 0.0 0.0 0.4747
H 34.540 19.961 -25.254 -0.4 -0.4 -0.4 0.4863
O 34.058 16.999 -31.745 -0.5 0.2 -0.7 -0.9748
H 33.125 17.209 -31.695 -0.2 0.2 -0.2 0.4633
H 34.235 16.502 -30.947 0.6 -0.4 0.3 0.4890
O 32.839 20.377 -30.483 -1.1 0.0 -0.8 -0.9906
H 33.325 19.735 -31.001 0.4 0.0 -0.2 0.4723
H 33.360 20.488 -29.688 0.5 0.1 0.5 0.4857
O 35.484 19.401 -31.677 0.4 0.6 0.2 -0.9531
H 35.622 18.455 -31.638 -0.4 -0.4 0.0 0.4834
H 35.323 19.583 -32.603 0.0 0.1 -0.3 0.4711
```
Forces are in eV/Å.

**Orbital gap**: 9.269 eV
**Energy**: -1347.29673 Eh
**Energy relative to the best compared isomer or geometry (same formula, charge and spin)**: 78.1 kcal/mol



No. 3
Formula: C9H48CdNO16
Source: the Open Molecules 2025 dataset
Level of theory: ωB97M-V with the def2-TZVPD basis set

Geometry as XYZ:
```
75
Properties=species:S:1:pos:R:3:forces:R:3:mulliken_charge:R:1
Cd -1.098 -3.989 4.176 0.0 0.1 -0.1 0.3009
C -0.574 0.930 -1.805 -0.8 -0.8 1.2 -1.5862
C 0.951 0.846 -1.528 2.3 0.4 -2.5 1.5074
C 1.721 1.978 -2.370 -1.0 -2.6 0.5 -1.3653
C 1.530 3.295 -1.772 0.5 1.6 -1.4 -0.5229
C 2.002 3.366 -0.348 -0.7 -0.1 0.2 -0.8533
C 1.214 2.389 0.564 0.0 1.3 2.2 1.2255
N 1.241 1.037 -0.073 -5.4 -5.3 4.0 0.3931
O 0.659 -0.130 0.720 3.7 6.5 -3.9 -0.2728
C -0.271 2.973 0.775 -0.7 -1.3 -2.0 -1.5660
C 1.740 2.454 2.045 1.1 -1.9 -0.4 -1.6149
C 1.547 -0.467 -2.104 -0.9 -0.7 0.4 -1.7166
H -1.084 0.884 -0.842 -0.1 0.5 0.0 0.3688
H -0.986 0.020 -2.241 0.6 -0.2 -0.5 0.4371
H -0.956 1.765 -2.394 0.5 0.2 0.2 0.3431
H 1.353 1.928 -3.395 -0.4 0.0 0.1 0.4557
H 2.768 1.702 -2.501 0.2 0.0 0.5 0.4709
H 0.537 3.688 -1.988 -0.2 -0.1 0.5 0.2920
H 2.166 3.871 -2.443 0.1 0.9 0.5 0.3476
H 1.808 4.360 0.057 0.2 0.0 0.1 0.3965
H 3.077 3.190 -0.341 0.0 -0.2 0.3 0.2786
H -0.431 3.937 1.257 1.1 0.0 0.0 0.4331
H -0.954 2.295 1.286 0.4 -0.4 0.1 0.3560
H -0.635 3.050 -0.250 -0.5 0.3 0.2 0.3929
H 1.509 1.566 2.633 -0.7 -0.2 -0.3 0.4282
H 1.391 3.280 2.663 0.2 0.3 -0.7 0.3748
H 2.825 2.355 2.011 0.2 0.7 0.1 0.3981
H 1.282 -0.528 -3.160 -0.1 0.3 0.0 0.4430
H 1.060 -1.334 -1.659 0.2 0.0 0.2 0.4239
H 2.629 -0.601 -2.080 0.0 0.4 0.5 0.4176
O -7.856 1.935 -3.103 -0.2 0.1 0.1 -0.6285
H -7.427 1.097 -3.278 0.0 -0.3 0.0 0.3151
H -7.150 2.581 -3.154 0.1 0.2 0.0 0.3127
O -3.155 -1.088 6.080 0.2 -0.1 -0.2 -0.6362
H -4.088 -1.150 6.288 -0.3 -0.1 0.0 0.3232
H -2.804 -0.481 6.732 0.1 0.1 0.2 0.3161
O 0.361 1.320 9.405 0.0 -0.3 -0.1 -0.6329
H -0.230 2.073 9.418 -0.2 0.2 0.0 0.3171
H 1.231 1.696 9.540 0.2 0.1 0.1 0.3178
O 1.646 -2.699 6.800 -0.1 -0.1 -0.3 -0.6358
H 2.570 -2.915 6.928 0.2 -0.1 0.0 0.3177
H 1.448 -2.071 7.495 -0.1 0.2 0.2 0.3196
O -4.075 -4.298 1.640 0.3 0.0 0.2 -0.6324
H -4.072 -3.678 0.911 0.0 0.2 -0.2 0.3106
H -4.925 -4.732 1.582 -0.2 -0.1 0.0 0.3239
O -4.002 -6.165 -3.672 -0.1 0.3 0.1 -0.6362
H -3.588 -6.810 -3.098 0.1 -0.2 0.2 0.3186
H -3.989 -6.572 -4.538 0.0 -0.1 -0.3 0.3220
O -7.321 -3.239 -3.054 0.0 0.2 0.2 -0.6426
H -6.464 -3.660 -3.122 0.2 -0.2 0.0 0.3175
H -7.807 -3.562 -3.813 -0.2 -0.1 -0.2 0.3216
O 6.015 -2.888 1.804 0.1 0.2 -0.1 -0.6223
H 5.159 -2.537 2.050 -0.2 0.1 0.1 0.3108
H 5.931 -3.833 1.928 0.1 -0.3 0.0 0.3139
O -5.174 8.267 4.752 0.0 -0.3 0.0 -0.6411
H -5.421 8.979 5.341 -0.1 0.2 0.2 0.3253
H -4.621 8.683 4.090 0.1 0.1 -0.2 0.3156
O 2.164 -6.565 -6.910 0.2 0.1 0.0 -0.6359
H 1.696 -6.895 -6.144 -0.1 -0.1 0.2 0.3137
H 1.501 -6.529 -7.600 -0.1 0.0 -0.2 0.3221
O 8.453 -4.305 -3.429 0.1 0.0 -0.1 -0.6275
H 7.881 -5.010 -3.125 -0.1 -0.2 0.0 0.3151
H 8.096 -3.515 -3.023 0.0 0.2 0.1 0.3124
O 7.239 1.162 0.334 0.1 0.2 0.0 -0.6213
H 7.048 0.271 0.628 0.1 -0.3 0.1 0.3244
H 6.392 1.508 0.051 -0.1 0.1 -0.1 0.2952
O -1.993 9.534 0.772 -0.2 0.0 0.0 -0.6241
H -1.218 9.763 0.259 0.2 0.1 -0.2 0.3180
H -1.672 8.913 1.427 0.1 -0.1 0.2 0.3062
O -2.573 -0.405 -8.750 -0.2 -0.1 0.1 -0.6325
H -2.033 -0.338 -9.538 0.1 0.0 -0.3 0.3252
H -1.987 -0.156 -8.036 0.1 0.1 0.2 0.3074
O 0.722 -7.020 2.300 -0.1 0.2 0.1 -0.6296
H 1.574 -7.409 2.497 0.2 -0.1 0.1 0.3182
H 0.493 -7.368 1.438 -0.1 -0.1 -0.2 0.3151
```
Forces are in eV/Å.

**Orbital gap**: 2.284 eV
**Energy**: -1797.48860 Eh
**Total charge**: +1



No. 4
Formula: C9H4Br2ClNO5PtSe2Te2
Source: the Open Molecules 2025 dataset
Level of theory: ωB97M-V with the def2-TZVPD basis set

Geometry as XYZ:
```
27
Properties=species:S:1:pos:R:3:forces:R:3:nbo_charge:R:1
Pt 0.498 -1.570 -0.963 -0.2 0.1 0.2 1.0019
Br -1.357 -1.836 3.684 0.0 0.0 0.0 0.1150
C -0.867 -0.312 2.704 0.0 0.1 0.0 -0.1697
C -0.997 0.962 3.287 0.0 0.0 0.0 -0.2100
C -0.661 2.094 2.601 0.0 0.0 0.0 -0.0944
Br -0.859 3.777 3.437 0.0 0.0 0.0 0.0751
C -0.166 2.012 1.277 0.0 -0.1 0.0 -0.1100
C 0.204 3.103 0.460 0.0 0.0 0.0 -0.0932
C 0.663 2.892 -0.811 0.0 0.0 0.0 -0.2601
C 0.777 1.578 -1.294 0.0 0.0 0.1 0.0931
N 0.445 0.551 -0.550 -0.1 0.0 0.1 -0.5027
C -0.036 0.727 0.716 0.0 0.0 -0.1 0.0982
C -0.397 -0.458 1.420 0.0 -0.1 -0.2 0.3562
O -0.308 -1.645 0.832 0.0 0.1 0.0 -0.6532
H -1.373 1.032 4.298 0.0 0.0 0.0 0.2478
H 0.117 4.107 0.853 0.0 0.0 0.0 0.2399
H 0.943 3.718 -1.449 0.0 0.0 0.0 0.2369
H 1.146 1.361 -2.289 0.0 0.0 0.0 0.2256
O -0.420 -2.750 -4.174 0.0 0.2 0.0 -0.7547
Cl -0.267 -1.451 -3.633 -0.1 0.0 -0.1 2.5078
O -0.343 -0.420 -4.591 0.0 -0.1 0.1 -0.7448
O 1.094 -1.370 -2.944 0.2 0.0 -0.1 -0.8213
O -1.195 -1.230 -2.508 0.0 -0.1 -0.2 -0.8268
Se -1.728 -4.741 -0.437 -0.1 0.0 0.0 -0.4847
Te 0.439 -4.174 -1.165 0.2 -0.1 0.2 0.6002
Te 2.021 -4.083 1.144 0.0 -0.1 0.0 0.0972
Se 2.628 -1.874 0.094 0.1 0.0 0.0 -0.1693
```
Forces are in eV/Å.

**Orbital gap**: 6.006 eV
**Energy**: -11842.52076 Eh
**Energy relative to the best compared isomer or geometry (same formula, charge and spin)**: 7.3 kcal/mol



- The highest orbital gap belongs to which entry?
  C9H44O13